Entry 1:
{"formula": "C4H6FNO", "method": "ωB97M-V/def2-TZVPD", "species": ["O", "C", "N", "C", "C", "C", "F", "H", "H", "H", "H", "H", "H"], "coordinates": [[0.723941, 0.263538, 2.828380], [1.089084, 0.028393, 1.690112], [0.390074, 0.137667, 0.515079], [0.666532, -0.418867, -0.757021], [-0.778453, -0.181705, -1.251413], [-1.125503, 0.534522, 0.061548], [-1.258298, 1.893962, -0.120193], [2.167782, -0.300926, 1.368375], [0.875691, -1.472981, -0.484541], [1.488590, 0.049681, -1.212910], [-0.992515, 0.420385, -2.149459], [-1.280335, -1.105021, -1.245003], [-1.966589, 0.151351, 0.757046]], "atomic_forces_ev_per_a": [[0.3, -0.2, -1.4], [0.7, 0.0, -0.6], [-4.0, 2.6, 1.8], [-0.1, -2.1, 0.5], [0.5, 0.9, 0.4], [1.8, -0.5, 1.8], [0.0, -0.7, 0.4], [-1.3, 0.3, 0.9], [0.1, 0.1, -1.4], [1.0, 0.5, -1.2], [0.3, -0.4, 0.4], [-0.8, -1.2, -0.5], [1.5, 0.7, -1.2]], "relative_energy_kcal_mol": 33.4, "e_homo_ev": -9.73, "smiles": "O=CN1CC[C@@H]1F"}

---

Entry 2:
{"formula": "C36H46N14OSTi", "method": "ωB97M-V/def2-TZVPD", "species": ["Ti", "N", "C", "S", "N", "N", "C", "C", "C", "C", "C", "C", "C", "O", "H", "H", "H", "H", "H", "H", "H", "C", "N", "C", "C", "N", "C", "C", "C", "C", "C", "C", "N", "C", "N", "C", "C", "C", "C", "C", "C", "N", "H", "H", "H", "H", "H", "H", "H", "H", "H", "H", "H", "H", "H", "H", "H", "C", "N", "C", "C", "N", "C", "C", "N", "C", "C", "N", "C", "N", "C", "C", "C", "N", "C", "H", "H", "H", "H", "H", "H", "H", "H", "H", "H", "H", "H", "H", "H", "H", "H", "H", "H", "H", "H", "H", "H", "H", "H"], "coordinates": [[0.405979, 1.056242, -0.451265], [-0.690168, 5.297936, -1.779818], [-0.203541, 4.031883, -1.462789], [-1.378877, 2.748732, -1.450174], [1.056960, 3.960007, -1.212965], [1.650466, 2.705470, -1.112966], [2.224499, 2.447029, 0.046469], [1.920445, 3.190942, 1.292890], [2.763372, 4.095884, 1.915893], [2.353699, 4.767929, 3.062479], [1.085323, 4.522359, 3.575199], [0.233180, 3.608390, 2.973197], [0.643392, 2.910577, 1.830243], [-0.106284, 1.984974, 1.262172], [-1.644355, 5.442009, -1.492090], [-0.062903, 6.036372, -1.495270], [2.994776, 1.678495, 0.053104], [3.739878, 4.296774, 1.488725], [3.009470, 5.482944, 3.542854], [0.756385, 5.052705, 4.461993], [-0.753989, 3.408631, 3.373723], [-2.037198, -0.594939, -1.512612], [-1.205140, -0.758219, -0.321767], [-0.993270, -2.148442, 0.059569], [-0.157867, -2.962717, -0.870018], [0.428368, -2.586617, -1.964029], [1.097110, -3.711666, -2.428178], [1.894750, -3.861788, -3.557889], [2.469283, -5.100149, -3.779724], [2.249423, -6.174009, -2.902991], [1.448341, -6.043757, -1.782452], [0.882541, -4.793446, -1.563319], [0.068678, -4.284830, -0.569795], [-1.172755, -0.300412, -2.694960], [-0.032708, 0.309784, -2.600357], [0.397397, 0.519988, -3.903056], [1.507231, 1.210452, -4.379647], [1.673991, 1.274906, -5.749919], [0.757747, 0.678691, -6.629683], [-0.365542, 0.018832, -6.166181], [-0.527927, -0.035845, -4.788112], [-1.522562, -0.559650, -3.977177], [-2.701257, 0.260185, -1.369938], [-2.647052, -1.481992, -1.718715], [-1.613564, -0.320049, 0.502941], [-1.954277, -2.662357, 0.206494], [-0.512122, -2.128716, 1.032719], [2.047419, -3.024658, -4.230357], [3.097998, -5.254314, -4.647310], [2.717018, -7.127487, -3.111642], [1.283781, -6.875699, -1.109203], [-0.261312, -4.765602, 0.248435], [2.173696, 1.708588, -3.686265], [2.518124, 1.813939, -6.159946], [0.925914, 0.755101, -7.696307], [-1.085691, -0.416463, -6.847330], [-2.382441, -0.983208, -4.276551], [3.032209, -0.409616, -2.052212], [3.447439, -1.428332, -1.124835], [4.490701, -2.385206, -1.446338], [4.253399, -3.426103, -0.358794], [3.684998, -2.654090, 0.763494], [4.765316, -2.145592, 1.625941], [2.975634, -1.573848, 0.138098], [2.065197, -0.859581, 0.705107], [1.741903, -1.334939, 2.069747], [0.897121, -0.365205, 2.883077], [-0.529915, -0.505793, 2.661842], [-1.358916, -0.573176, 3.624213], [-1.166221, -0.961952, 4.942758], [-0.212531, -1.999964, 5.279980], [-2.413426, -0.903544, 5.691185], [-3.408956, -0.267060, 4.712636], [-2.691190, -0.240111, 3.451361], [-3.058380, 0.757701, 2.462137], [3.294229, -0.717731, -3.064309], [3.486351, 0.563667, -1.848232], [1.949864, -0.317781, -2.026772], [5.486852, -1.930038, -1.400916], [4.343767, -2.790329, -2.448109], [5.153068, -3.949990, -0.043527], [3.521918, -4.157109, -0.700944], [5.582978, -1.704212, 1.042469], [5.162239, -2.970197, 2.216393], [4.397091, -1.378245, 2.303360], [2.649861, -1.511833, 2.644621], [1.259913, -2.317262, 2.015350], [1.172220, 0.644467, 2.568302], [1.177858, -0.435706, 3.935864], [0.171612, -2.463256, 4.370950], [-0.707957, -2.770978, 5.874672], [0.634089, -1.621616, 5.855983], [-2.308303, -0.310195, 6.600896], [-2.724770, -1.909984, 5.987061], [-3.677108, 0.748585, 5.019740], [-4.333573, -0.843316, 4.642163], [-3.789553, 0.367125, 1.749634], [-2.161427, 1.096365, 1.939218], [-3.502630, 1.627859, 2.954506]], "atomic_forces_ev_per_a": [[-0.6, -0.1, 0.3], [0.0, -0.1, 0.1], [-0.1, 0.2, 0.0], [0.2, -0.2, 0.1], [0.0, -0.1, 0.1], [0.2, 0.3, -0.1], [0.0, 0.1, 0.0], [0.0, 0.0, 0.0], [0.0, 0.0, 0.0], [0.0, 0.0, 0.0], [0.0, 0.0, 0.0], [0.0, 0.0, 0.0], [0.1, 0.1, 0.0], [0.1, -0.1, -0.1], [0.0, 0.0, 0.0], [0.0, 0.0, 0.0], [0.0, -0.1, 0.0], [0.0, 0.0, 0.0], [0.0, 0.0, 0.0], [0.0, 0.0, 0.0], [0.0, 0.0, 0.0], [0.1, 0.0, -0.1], [0.0, 0.1, 0.0], [0.1, 0.0, 0.0], [0.1, -0.1, 0.1], [0.0, 0.0, -0.1], [0.0, 0.0, 0.0], [0.0, 0.0, 0.0], [0.0, 0.0, 0.0], [0.0, 0.0, 0.0], [0.0, 0.0, 0.1], [0.1, 0.0, 0.0], [0.0, 0.0, 0.0], [-0.1, -0.1, 0.0], [0.2, 0.2, 0.0], [0.0, 0.1, 0.1], [0.0, 0.0, 0.0], [0.0, 0.0, 0.0], [0.0, 0.0, 0.0], [0.0, 0.0, 0.0], [0.0, 0.0, 0.0], [-0.2, 0.0, -0.1], [0.0, 0.0, 0.0], [-0.1, 0.0, 0.1], [0.0, 0.1, -0.1], [0.0, 0.0, -0.1], [0.0, 0.0, 0.1], [0.0, 0.0, 0.0], [0.0, 0.0, 0.0], [0.0, 0.0, 0.0], [0.0, 0.0, 0.0], [0.0, 0.0, 0.0], [0.0, 0.0, 0.0], [0.0, 0.0, 0.0], [0.0, 0.0, 0.0], [0.0, 0.0, 0.0], [0.0, 0.0, 0.0], [-0.1, 0.0, 0.0], [0.0, 0.0, -0.1], [0.0, 0.0, 0.0], [0.0, 0.1, 0.1], [0.1, 0.0, -0.1], [0.0, 0.0, 0.0], [0.2, 0.1, 0.0], [-0.2, -0.1, 0.0], [0.0, 0.1, 0.1], [-0.1, 0.1, -0.1], [0.1, 0.0, -0.2], [-0.1, 0.0, 0.0], [0.0, 0.1, 0.1], [0.0, 0.0, 0.0], [0.0, 0.0, 0.0], [0.1, 0.0, 0.0], [-0.1, 0.0, 0.0], [0.0, 0.0, 0.0], [0.0, 0.0, 0.0], [0.0, 0.0, 0.0], [0.1, 0.0, 0.0], [0.0, 0.0, 0.0], [0.0, 0.0, 0.0], [0.0, 0.0, 0.0], [-0.1, 0.0, 0.0], [0.0, 0.0, 0.0], [0.0, 0.0, 0.0], [0.1, -0.1, -0.1], [-0.1, 0.1, 0.0], [-0.1, 0.0, 0.0], [0.0, 0.0, 0.1], [0.0, -0.1, 0.1], [0.0, 0.0, 0.0], [0.0, 0.0, 0.0], [0.0, 0.0, 0.0], [0.0, 0.0, 0.0], [0.0, 0.0, 0.0], [0.0, 0.0, 0.0], [0.0, 0.0, 0.0], [0.0, 0.0, 0.0], [0.0, 0.0, 0.0], [0.0, 0.0, 0.0]], "multiplicity": 3, "relative_energy_kcal_mol": 25.3, "e_homo_ev": [-5.64, -6.40]}

---

Entry 3:
{"formula": "C8H16BNO4S", "method": "ωB97M-V/def2-TZVPD", "species": ["C", "C", "C", "O", "S", "O", "O", "C", "C", "C", "B", "O", "N", "C", "C", "H", "H", "H", "H", "H", "H", "H", "H", "H", "H", "H", "H", "H", "H", "H", "H"], "coordinates": [[-2.717834, 1.341811, -0.412760], [-1.278482, 1.502991, -0.068021], [-0.562152, 1.079900, 1.348693], [0.027776, 2.277270, 2.033006], [1.336490, 2.906694, 1.139092], [0.890179, 4.153832, 0.299083], [2.465888, 3.380517, 2.134583], [2.116417, 1.642915, -0.002974], [1.963574, 0.162757, 0.684241], [0.467308, -0.191950, 1.252211], [-0.210313, -1.502425, 0.456904], [-1.279925, -2.247863, 1.194967], [0.218111, -1.992108, -0.914123], [-0.389370, -3.378046, -1.195122], [-0.342063, -1.120051, -2.024440], [-3.628164, 1.561457, 0.315770], [-2.961581, 1.022878, -1.536412], [-0.570690, 2.032369, -0.870495], [-1.447669, 0.735335, 2.071369], [3.227792, 1.989098, -0.188441], [1.554464, 1.580456, -1.054051], [2.713919, 0.138334, 1.607424], [2.333704, -0.654824, -0.075263], [0.622570, -0.577272, 2.371476], [-1.377420, -1.773659, 2.092648], [-1.574513, -3.341447, -1.218668], [-0.033601, -3.809313, -2.249068], [-0.046088, -4.187128, -0.388037], [-1.473399, -0.901622, -1.725548], [0.210359, -0.088830, -2.052259], [-0.255289, -1.742073, -3.025784]], "atomic_forces_ev_per_a": [[3.3, 0.4, 0.4], [-2.6, -0.1, -0.8], [-2.3, -0.2, -0.1], [2.0, -1.0, -2.4], [3.0, 7.4, 0.9], [0.7, -5.3, 2.5], [-4.4, -2.9, -3.2], [-0.7, -1.9, -1.0], [1.2, 0.2, 0.8], [0.4, 0.1, 0.3], [-1.3, -0.9, 0.5], [2.6, 2.9, 0.3], [-2.3, -0.9, 0.7], [-0.1, -1.4, 0.0], [-0.5, 0.5, 0.3], [2.3, -1.4, -1.3], [0.5, 1.7, 2.5], [-1.6, -2.0, 1.5], [2.0, 0.9, -1.5], [-2.4, -0.6, 0.8], [1.1, 0.7, 2.5], [-1.6, 0.1, -2.0], [-0.9, 1.7, 1.4], [-0.4, 1.0, -2.3], [0.1, -1.3, -2.0], [2.4, -0.1, 0.1], [-0.6, 1.2, 2.2], [-0.8, 2.0, -1.7], [2.2, -0.4, -1.3], [-1.0, -2.0, -0.2], [-0.2, 1.7, 2.0]], "relative_energy_kcal_mol": 192.2, "e_homo_ev": -9.51, "smiles": "C=C[C@@H]1OS(=O)(=O)CC[C@@H]1B(O)N(C)C"}

---

Entry 4:
{"formula": "C3H8N2O2", "method": "ωB97M-V/def2-TZVPD", "species": ["C", "C", "N", "N", "C", "O", "O", "H", "H", "H", "H", "H", "H", "H", "H"], "coordinates": [[-1.178451, -0.640969, -0.971445], [1.972575, -0.541997, -0.046032], [0.360633, 0.662577, 1.133102], [0.722703, -0.469641, 0.668252], [-1.461699, 0.214964, 0.736650], [0.514896, 1.852702, 0.390893], [-2.046013, 1.266912, 0.718460], [-0.363520, 2.276669, 0.504359], [-1.730243, -0.677392, 1.301930], [2.129265, 0.292685, -0.731001], [-2.242611, -0.639062, -1.200244], [-0.803918, -1.659208, -1.031124], [-0.660815, 0.056738, -1.624252], [2.772752, -0.490246, 0.699715], [2.014445, -1.504733, -0.549264]], "atomic_forces_ev_per_a": [[-1.2, 1.9, 2.1], [0.0, 0.2, -1.2], [-1.6, -2.5, -1.9], [2.1, 3.2, 3.1], [-2.0, -2.2, -3.8], [1.7, -1.0, 0.3], [0.2, 0.5, 0.1], [0.0, -0.3, 0.3], [0.7, 0.3, 1.1], [-0.1, -0.1, -0.2], [0.0, -0.1, -0.4], [0.2, 0.0, 0.4], [0.1, 0.0, -0.1], [-0.2, -0.1, 0.1], [0.1, 0.1, -0.1]], "relative_energy_kcal_mol": 170.6, "e_homo_ev": [-8.46, -8.46]}